Here is a molecular structure, C26H23N5O6Pb from the Open Molecules 2025 dataset. Energies are from ωB97M-V with the def2-TZVPD basis set.

The calculation puts the largest force on an atom at 0.52 eV/A. The net charge is -2. The total energy is -52319.7445 eV. Its molar mass is 708.70 g mol⁻¹. The calculation puts the HOMO energy at -1.009 eV.

Positions of all 61 atoms, in Å:
1 H 0.658 4.935 -1.964
2 O -7.026 -2.576 -1.510
3 H 3.338 -1.672 1.661
4 H 1.647 -3.024 3.084
5 C 2.399 -1.315 1.184
6 C -5.488 -1.243 -0.283
7 H -1.472 -0.597 4.759
8 N 1.183 1.960 -0.506
9 C 2.408 2.152 -0.036
10 C 1.181 4.166 -1.410
11 C -5.727 -2.304 -1.134
12 H -0.823 1.167 3.140
13 C 0.121 -1.722 -4.237
14 C -2.200 -3.608 -1.670
15 H -0.863 0.061 -4.950
16 H 0.635 1.558 -3.664
17 C 0.083 -1.935 4.082
18 C -0.631 -0.746 4.097
19 H -0.558 -2.414 -4.719
20 H 4.094 3.476 0.160
21 C -3.389 -2.743 -1.184
22 C 2.456 4.379 -0.911
23 H 2.961 5.327 -1.068
24 N 0.730 0.106 2.325
25 H 2.774 1.131 1.782
26 H -6.992 -3.341 -2.092
27 C 0.579 2.930 -1.191
28 C 3.055 1.023 0.737
29 C 3.086 3.355 -0.220
30 C 1.916 -1.275 -2.732
31 C 2.981 -1.759 -1.767
32 H -0.176 -2.744 4.755
33 O -4.910 0.658 1.618
34 N 2.640 -0.264 0.227
35 H 1.987 -2.162 0.631
36 Pb -0.862 -0.221 -0.513
37 H 4.153 1.140 0.682
38 C 0.792 0.488 -3.665
39 O -2.701 0.480 1.276
40 C -4.674 -3.077 -1.585
41 H -0.417 2.626 -1.558
42 H 3.730 0.199 -1.460
43 H -4.805 -3.936 -2.233
44 N 1.776 0.039 -2.882
45 O -2.523 -4.622 -2.333
46 C 1.101 -2.091 3.162
47 C -0.051 -0.354 -4.369
48 H 1.218 -3.252 -3.203
49 H 3.820 -2.160 -2.349
50 C 3.526 -0.680 -0.846
51 O -1.578 1.102 -1.830
52 C 1.383 -1.048 2.280
53 O -1.068 -3.207 -1.348
54 C -4.174 -0.975 0.072
55 H 2.586 -2.603 -1.197
56 H -6.282 -0.623 0.107
57 C 1.119 -2.194 -3.406
58 C -0.267 0.241 3.199
59 C -3.905 0.173 1.077
60 H 4.492 -1.023 -0.416
61 N -3.148 -1.708 -0.382

Atomic partial charges in e from the Löwdin method, atoms 1 to 6:
1 H 0.090
2 O 0.024
3 H 0.125
4 H 0.107
5 C -0.159
6 C 0.043

Here is a single C26H23N7OS3 molecule at a distorted geometry from the Open Molecules 2025 dataset. Energies are from ωB97M-V with the def2-TZVPD basis set.

The calculation puts the largest force on an atom at 1.22 eV/A. The net charge is 0. The total energy is -72320.5432 eV. Its molar mass is 545.72 g mol⁻¹. The calculation puts the HOMO energy at -8.097 eV. Its SMILES is Cc1cc(C)nc(SCc2nnc(SCC(=O)Nc3nc(-c4ccccc4)cs3)n2-c2ccccc2)n1.

Positions of all 60 atoms, in Å:
1 C -0.293 -3.183 1.633
2 H -0.567 0.813 -4.980
3 H 2.484 -2.439 3.346
4 C 0.505 -1.612 -3.713
5 C 2.484 -2.165 1.348
6 C -5.060 1.667 2.413
7 H 1.020 -1.355 -5.779
8 C -3.667 0.336 0.415
9 C -0.857 3.037 1.568
10 C 2.344 -1.596 -2.155
11 H 2.749 1.435 -0.148
12 H -3.113 -0.173 -0.359
13 H -6.793 1.338 1.204
14 H -3.168 1.839 3.410
15 C -0.894 1.784 -4.616
16 H -0.555 -1.697 -3.904
17 C -0.615 1.587 1.692
18 C 4.007 -1.241 -0.288
19 N 0.359 -0.323 1.813
20 S 4.099 -1.464 1.415
21 C 1.387 -1.418 -4.765
22 H 3.276 2.844 -1.057
23 S -1.735 -2.075 1.721
24 C 2.745 -1.311 -4.512
25 C -3.003 0.821 1.533
26 H -5.551 0.154 -0.567
27 C 0.978 -1.698 -2.419
28 C 0.627 -2.962 2.807
29 H 3.342 1.245 -1.824
30 H -1.462 3.429 2.384
31 H -0.720 -4.185 1.691
32 C -5.728 1.191 1.298
33 N -1.203 2.520 -2.347
34 C 0.975 1.777 -2.919
35 H 0.097 3.554 1.502
36 C 3.223 -1.401 -3.219
37 C -5.032 0.525 0.303
38 H 3.435 -1.162 -5.330
39 O 0.301 -3.128 3.956
40 C 2.782 1.877 -1.141
41 H 4.285 -1.334 -3.034
42 H -1.978 1.836 -4.598
43 H -0.518 2.546 -5.298
44 C -0.711 2.760 -1.144
45 H 0.298 -1.839 -1.594
46 H 1.657 1.364 -3.643
47 N -1.608 0.639 1.648
48 C -3.695 1.482 2.538
49 C -0.925 -0.542 1.719
50 N 0.546 1.006 1.782
51 H 4.822 -0.782 -0.807
52 H -5.602 2.182 3.192
53 C 2.811 -1.682 -0.777
54 N 1.984 -2.216 0.169
55 C 1.387 2.075 -1.625
56 N 0.530 2.577 -0.743
57 C -0.356 2.033 -3.246
58 S -1.831 3.392 0.050
59 H 0.219 -3.020 0.687
60 N 1.925 -2.604 2.515

Atomic partial charges in e from the natural (NBO) method, atoms 1 to 6:
1 C -0.646
2 H 0.223
3 H 0.419
4 C -0.227
5 C 0.310
6 C -0.198

Here is a molecular structure, C26H24BrGeN3O3RuSe3Te from the Open Molecules 2025 dataset. Energies are from ωB97M-V with the def2-TZVPD basis set.

The calculation puts the largest force on an atom at 0.79 eV/A. The net charge is +1. The total energy is -370431.4070 eV. Its multiplicity is 6. The energy above the lowest of the compared OMol25 structures with the same formula, charge and spin comes out at 16.94 kcal per mole. Its molar mass is 1044.56 g mol⁻¹. The calculation puts the HOMO energy (alpha / beta) at -10.365 / -10.660 eV.

Positions of all 63 atoms, in Å:
1 H 0.662 -0.447 3.691
2 C -3.906 -1.470 -0.144
3 H 3.479 1.648 -3.598
4 C 1.195 -3.140 0.722
5 H 4.010 -0.047 -3.583
6 H -3.066 -2.077 0.164
7 C 1.100 -1.802 1.075
8 Se -1.175 2.763 2.474
9 C 3.587 0.755 -2.982
10 N -0.934 0.815 -2.598
11 C -4.876 0.650 -0.693
12 C 0.372 -1.196 -2.362
13 H 3.287 1.710 0.783
14 C 2.853 2.144 3.811
15 H 4.132 -0.743 -0.026
16 C 1.393 0.472 5.480
17 C -1.610 -1.057 -3.915
18 O -2.280 1.765 -0.319
19 H -1.459 -2.092 -4.191
20 O -1.463 -0.173 0.274
21 C 1.297 0.328 4.101
22 C -2.458 0.552 -0.091
23 Te 0.683 5.592 4.217
24 H 3.429 2.797 3.163
25 C 2.032 1.159 3.258
26 H 0.194 -1.441 1.545
27 C -2.640 -0.313 -4.475
28 C 2.957 2.277 5.188
29 H -3.312 -0.761 -5.195
30 C -2.786 1.012 -4.096
31 H -4.788 1.724 -0.815
32 C -0.777 -0.453 -2.988
33 C 2.153 -0.925 0.803
34 Ge 2.095 0.929 1.355
35 H 0.316 -2.257 -2.599
36 C -5.146 -2.025 -0.404
37 N -6.064 0.116 -0.941
38 Br -5.419 -3.881 -0.235
39 Se -0.438 3.475 4.580
40 H -2.014 2.548 -2.803
41 C 3.392 -2.749 -0.180
42 C 3.300 -1.410 0.175
43 H 4.290 -3.122 -0.657
44 H 2.309 1.541 7.093
45 H 0.826 -0.178 6.134
46 C -1.913 1.529 -3.152
47 H 0.325 -1.113 -1.272
48 C -6.192 -1.200 -0.798
49 H 3.609 3.029 5.614
50 H 2.417 -4.657 -0.179
51 C 2.228 1.440 6.018
52 O 1.714 1.193 -1.593
53 H 0.379 -3.817 0.940
54 Se 0.522 3.440 1.036
55 C -3.772 -0.094 -0.295
56 C 2.248 0.412 -2.405
57 N 1.674 -0.716 -2.819
58 H 4.264 0.999 -2.164
59 H 2.167 -1.267 -3.503
60 H -7.171 -1.618 -1.006
61 C 2.339 -3.611 0.091
62 Ru -0.001 1.403 -0.201
63 H -3.568 1.633 -4.508

Atomic partial charges in e from the Löwdin method, atoms 1 to 6:
1 H 0.098
2 C -0.042
3 H 0.104
4 C -0.069
5 H 0.089
6 H 0.116

Here is a molecular structure, C26H24Cl3HgN2OPSe2Te2 from the Open Molecules 2025 dataset. Energies are from ωB97M-V with the def2-TZVPD basis set.

The calculation puts the largest force on an atom at 0.59 eV/A. The net charge is -1. The total energy is -228692.3348 eV. Its multiplicity is 2. The energy above the lowest of the compared OMol25 structures with the same formula, charge and spin comes out at 6.75 kcal per mole. Its molar mass is 1131.53 g mol⁻¹. The calculation puts the HOMO energy (alpha / beta) at -4.531 / -4.678 eV.

Positions of all 62 atoms, in Å:
1 H -5.133 -2.101 -2.984
2 C 1.479 -3.662 -1.210
3 H 0.815 -2.442 0.418
4 H 1.982 -4.708 -3.015
5 C -1.347 -1.121 1.018
6 Cl 5.543 0.060 -3.294
7 C -5.368 -0.153 -2.115
8 P -0.993 -0.454 -0.678
9 C -2.518 -2.920 2.176
10 Se -0.198 1.166 -4.191
11 Se -1.069 3.858 -1.020
12 C -0.982 -0.570 2.257
13 C -0.168 -1.904 -1.419
14 C 1.108 2.469 2.407
15 H 0.075 3.079 4.262
16 C 3.074 3.445 1.135
17 H 2.971 0.617 1.619
18 Hg 0.238 1.773 -1.732
19 N 0.549 1.321 1.667
20 O -0.237 1.107 3.765
21 H 1.458 1.989 4.518
22 H 3.188 0.779 3.368
23 Cl 6.289 2.112 -0.839
24 H 2.871 2.918 0.205
25 C 3.547 0.736 -1.682
26 C 1.378 -3.928 -2.568
27 C -2.162 -2.373 3.396
28 C 0.516 -3.177 -3.353
29 H 2.554 4.405 1.100
30 H -6.394 -0.043 -2.445
31 H 2.163 -4.232 -0.593
32 H 0.653 3.369 1.986
33 Cl 5.207 -1.005 -0.591
34 Te -1.485 4.780 -3.310
35 C -4.657 -1.304 -2.425
36 C 3.344 1.276 2.405
37 H 2.894 3.198 3.238
38 H -2.469 -2.845 4.321
39 H -5.293 1.775 -1.172
40 C 4.862 0.264 -1.720
41 H 4.147 3.618 1.168
42 C -0.167 0.659 2.471
43 H -2.393 -2.723 0.064
44 H -2.802 -2.353 -2.264
45 C 0.716 -2.654 -0.640
46 H -2.947 1.539 -0.470
47 C -3.432 0.732 -1.006
48 C -1.409 -1.218 3.429
49 C -2.712 -0.423 -1.310
50 C -2.110 -2.295 1.015
51 C -3.337 -1.444 -2.022
52 C 0.631 2.239 3.850
53 C 2.631 2.626 2.339
54 H -3.112 -3.824 2.126
55 Te -2.283 2.510 -4.568
56 H -1.127 -0.799 4.380
57 H -0.884 -1.561 -3.418
58 H 0.450 -3.360 -4.418
59 H 4.415 1.409 2.249
60 N 2.442 1.075 -1.696
61 C -4.755 0.863 -1.399
62 C -0.249 -2.167 -2.787

Atomic partial charges in e from the natural (NBO) method, atoms 1 to 6:
1 H 0.200
2 C -0.211
3 H 0.219
4 H 0.210
5 C -0.315
6 Cl 0.049